23
Properties=species:S:1:pos:R:3:forces:R:3:mulliken_spin:R:1 method="wB97M-V/def2-TZVPD" orbital_gap_ev="8.8614 / 4.9070" e_tot_ha=-575.1855 molar_mass_g_mol=167.2 total_charge=0 e_lumo_ev="0.717 / -3.237" multiplicity=2 homo_energy_ev="-8.144 / -8.144"
C 2.05704 0.43441 -1.02145 0.135 0.841 0.080 0.000
C 0.62718 2.34003 1.95020 0.553 0.030 -0.607 0.000
C -0.65230 2.64090 1.49769 0.039 -0.792 0.903 0.000
C 1.48596 1.65189 1.10796 -0.337 -0.412 0.327 0.000
C 1.09365 1.20252 -0.14566 0.179 0.481 -0.514 0.000
C -1.04231 2.26852 0.22852 -0.523 -0.525 0.234 0.000
C -0.16945 1.56383 -0.59371 0.200 0.143 -0.352 0.000
O -1.55472 3.07304 2.43389 -0.688 0.467 -0.291 0.000
H 1.01177 2.57712 2.92603 -0.419 0.245 0.338 0.000
H 2.44168 1.34108 1.50440 0.235 0.131 -0.062 0.000
H -2.11970 2.31074 0.06335 0.246 0.310 -0.649 0.000
H -2.45435 3.09396 2.04810 0.805 0.032 0.228 0.000
H 1.84218 -0.63081 -1.00949 0.170 -0.061 -0.060 0.000
H 3.06439 0.67452 -0.67945 0.104 -0.529 0.168 0.000
H -0.41527 1.31927 -1.62683 -0.335 -0.125 0.322 0.000
H 2.06134 0.82165 -2.04378 -0.377 -0.242 -0.056 0.000
C -1.09149 -4.35074 -1.35880 0.327 0.272 0.537 0.139
C -0.97227 -3.07658 -0.42314 0.983 0.108 -1.177 -0.021
O -1.85164 -3.21321 0.48739 -0.317 0.002 0.285 0.828
O -0.13948 -2.23070 -0.64934 -0.509 -0.133 0.358 0.042
H -0.09034 -4.43468 -1.77767 0.012 -0.051 0.125 0.019
H -1.78935 -4.16437 -2.16472 -0.315 0.047 0.115 -0.007
H -1.34254 -5.21237 -0.75348 -0.170 -0.238 -0.252 0.000


21
Properties=species:S:1:pos:R:3:forces:R:3:nbo_charge:R:1 method="wB97M-V/def2-TZVPD" orbital_gap_ev=9.1895 e_tot_ha=-349.8334 molar_mass_g_mol=120.2 total_charge=0 e_lumo_ev=0.837 multiplicity=1 homo_energy_ev=-8.352
C -2.09212 -0.82678 -0.67355 -0.794 3.305 4.127 -0.661
C -0.71812 -0.71198 -0.06607 3.886 0.001 1.026 0.105
C -0.21898 -2.15686 0.28745 -2.686 0.962 -6.282 -0.611
C 0.13995 0.36214 0.30349 -0.692 -2.318 -1.724 -0.116
C 1.62723 0.21789 0.88933 1.804 -0.387 2.872 -0.483
C 2.83746 -0.09839 -0.06022 -2.470 0.660 1.188 -0.063
C 3.76372 0.11882 -0.79740 1.798 2.601 -4.161 -0.269
C -0.29577 1.68396 -0.07228 4.641 3.157 0.220 -0.203
C -1.46638 2.19817 0.05888 -3.926 2.720 -0.851 -0.397
H -2.48582 0.06808 -1.12557 0.421 0.187 -1.180 0.239
H -2.77891 -0.64382 0.32071 1.122 -1.593 -2.117 0.231
H -2.19197 -1.73078 -1.20444 -0.566 -0.935 -0.400 0.228
H -0.00177 -2.79380 -0.76070 -0.385 1.684 2.910 0.207
H -1.10693 -2.51067 0.70753 -0.936 -1.549 1.086 0.209
H 0.55921 -2.06203 0.88936 3.452 -0.410 2.565 0.202
H 1.51365 -0.62286 1.88125 0.783 2.625 -3.039 0.244
H 2.24435 1.29485 1.39673 -2.928 -3.091 -1.273 0.273
H 4.35036 0.75084 -1.79494 -1.844 -2.823 3.919 0.285
H 0.53262 2.55660 -0.28002 -1.597 -2.581 0.196 0.205
H -2.34690 1.68194 0.31857 -0.656 -1.268 0.695 0.174
H -1.86487 3.22470 -0.21812 1.572 -0.948 0.222 0.203


The records above give, respectively, ΔE to the lowest compared entry with this formula, charge and spin values of 1.2986 7.3867 eV.